Here is a structure of composition C28H23F4N8Ti at a distorted geometry from the OMol25 dataset. Energies are from wB97M-V/def2-TZVPD.

Element x y z (Å)
Ti1 0.1065 0.0991 -0.1417
C1 1.0462 3.1516 0.4722
N1 -0.0154 2.1706 0.7741
C2 0.0611 1.8257 2.2201
C3 -1.3876 2.7291 0.4973
C4 -2.2423 1.7454 -0.3189
N2 -1.8168 0.3850 0.0250
C5 -2.6637 -0.5805 0.5375
C6 -2.0903 -1.5088 1.3987
F1 -0.7753 -1.2902 1.7217
C7 -2.7665 -2.5596 1.9624
F2 -2.1113 -3.3939 2.7761
C8 -4.1087 -2.7318 1.6935
C9 -4.7112 -1.8129 0.8579
F3 -6.0057 -1.9423 0.5593
C10 -4.0172 -0.7601 0.2865
F4 -4.6592 0.0646 -0.5568
H1 1.0726 3.9534 1.2124
H2 0.8740 3.5966 -0.5041
H3 2.0221 2.6660 0.4616
H4 -0.0346 2.7239 2.8363
H5 1.0127 1.3573 2.4553
H6 -0.7439 1.1437 2.4772
H7 -1.2934 3.6857 -0.0160
H8 -1.8676 2.9257 1.4550
H9 -2.1074 1.9334 -1.3842
H10 -3.2942 1.9187 -0.1021
H11 -4.6686 -3.5534 2.1188
C11 3.5415 -1.0029 2.4161
C12 2.8416 -0.2282 1.5287
N3 1.9122 -0.7416 0.6962
C13 1.7594 -2.0916 0.7480
C14 2.4387 -2.8476 1.7062
N4 3.3137 -2.3215 2.5369
C15 0.8932 -2.6558 -0.2919
C16 0.9150 -3.9238 -0.8076
C17 0.2271 -4.1890 -2.0090
C18 -0.3681 -3.1307 -2.7008
C19 -0.3611 -1.8686 -2.1445
N5 0.1746 -1.6838 -0.9089
C20 -0.5771 -0.5886 -2.7974
C21 -1.2120 -0.3929 -4.0280
N6 -1.1948 0.7571 -4.6659
C22 -0.5236 1.7653 -4.0788
C23 0.0439 1.6283 -2.8395
N7 0.0060 0.4658 -2.1539
C24 0.2397 -5.5513 -2.6014
C25 1.3412 -6.3875 -2.4814
C26 1.3047 -7.6410 -3.0739
N8 0.2589 -8.1032 -3.7597
C27 -0.7979 -7.2965 -3.8666
C28 -0.8529 -6.0261 -3.3133
H12 4.2870 -0.5610 3.0653
H13 3.0228 0.8362 1.4711
H14 2.2476 -3.9123 1.7892
H15 1.4767 -4.7091 -0.3170
H16 -0.7638 -3.2925 -3.6958
H17 -1.7454 -1.2132 -4.4962
H18 -0.4628 2.7053 -4.6132
H19 0.5381 2.4620 -2.3626
H20 2.2374 -6.0690 -1.9630
H21 2.1602 -8.3031 -2.9972
H22 -1.6448 -7.6844 -4.4218
H23 -1.7545 -5.4336 -3.4155

- Net charge: +1
- E: -2767.5919 hartree
- 2S+1: 3
- Gap between HOMO and LUMO (spin up / spin down): 5.01 / 6.65 eV
- ⟨S²⟩: 2.033



Here is a structure of composition C28H23FeN7O4S2Se at a distorted geometry from the OMol25 dataset. Energies are from wB97M-V/def2-TZVPD.

Element x y z (Å)
Fe1 -0.2655 0.1902 -1.3197
N1 0.3371 -1.7477 -1.8761
C1 1.7543 -1.6425 -2.2837
C2 1.7690 -0.6464 -3.4046
N2 1.1973 0.6092 -2.8787
H1 0.2297 -2.4280 -1.1342
H2 -0.2199 -2.0765 -2.6632
H3 2.1872 -2.5925 -2.5967
H4 2.3180 -1.2678 -1.4322
H5 1.1164 -0.9906 -4.2058
H6 2.7715 -0.5382 -3.8175
H7 0.8411 1.1997 -3.6263
H8 1.8847 1.1601 -2.3785
S1 -4.6000 -3.0462 0.7899
C3 -5.6642 -4.0906 1.6229
C4 -5.0939 -4.5868 2.7509
C5 -3.7698 -4.1061 2.9474
C6 -3.3535 -3.2582 1.9647
C7 -2.0611 -2.5709 1.8340
C8 -1.7872 -1.7787 0.7046
N3 -0.6782 -1.0951 0.5321
C9 0.2723 -1.1587 1.4754
C10 0.1389 -1.9545 2.6148
C11 1.2259 -2.0036 3.5603
C12 2.3397 -1.2688 3.3701
C13 2.4784 -0.4132 2.2167
C14 3.6101 0.3766 1.9766
C15 3.6645 1.2068 0.8760
C16 2.5341 1.2164 0.0322
N4 1.4886 0.4351 0.1980
C17 1.4475 -0.3649 1.2807
C18 4.8346 2.0344 0.5528
C19 5.0330 2.8293 -0.5423
C20 6.3055 3.4577 -0.5531
C21 7.0496 3.1260 0.5352
S2 6.2201 2.0589 1.5725
C22 -1.0611 -2.6588 2.7828
H9 -6.6478 -4.2825 1.2241
H10 -5.5968 -5.2689 3.4203
H11 -3.1625 -4.3904 3.7959
H12 -2.5112 -1.7233 -0.1014
H13 1.1214 -2.6367 4.4324
H14 3.1521 -1.3000 4.0855
H15 4.4399 0.3370 2.6733
H16 2.4823 1.9141 -0.7948
H17 4.2992 2.9765 -1.3232
H18 6.6462 4.1242 -1.3316
H19 8.0464 3.4545 0.7841
H20 -1.1952 -3.2639 3.6714
O1 -3.4276 5.2213 -0.6311
C23 -4.2773 4.2164 -0.5140
O2 -5.4656 4.3653 -0.4100
C24 -3.7122 2.8283 -0.4995
C25 -4.5046 1.7248 -0.3029
N5 -3.7042 0.6451 -0.3604
N6 -2.4224 0.9811 -0.5892
C26 -2.4193 2.2985 -0.6775
C27 -1.1176 2.9368 -0.9984
O3 -1.0174 4.1516 -1.0540
O4 -0.1530 2.1061 -1.2019
H21 -2.4981 4.9109 -0.7748
H22 -5.5671 1.6665 -0.1320
H23 -3.9787 -0.3184 -0.2682
Se1 -1.9623 -0.1366 -3.2372
C28 -0.9945 0.2816 -4.7248
N7 -0.3475 0.5651 -5.6385

- Net charge: +1
- E: -6226.4462 hartree
- 2S+1: 2
- ΔE to the lowest compared entry with this formula, charge and spin: 16.5 kJ/mol
- Gap between HOMO and LUMO (spin up / spin down): 5.86 / 7.31 eV
- ⟨S²⟩: 1.135



Here is a structure of composition C28H23N7RuS2 at a distorted geometry from the OMol25 dataset. Energies are from wB97M-V/def2-TZVPD.

Element x y z (Å)
Ru1 -0.1786 0.3486 -0.0584
N1 -2.8648 -2.8075 -0.5260
C1 -3.2587 -2.3009 -1.7391
C2 -4.2526 -2.6994 -2.6112
C3 -4.3871 -1.9687 -3.7878
C4 -3.5603 -0.8871 -4.0592
C5 -2.5650 -0.4783 -3.1839
C6 -2.4070 -1.1972 -2.0022
N2 -1.5296 -1.0505 -0.9643
C7 -1.8280 -2.0191 -0.0668
C8 -1.1392 -2.1521 1.1500
C9 -1.3058 -3.1008 2.1599
S1 -0.1954 -2.7851 3.4645
C10 0.4076 -1.4306 2.5622
N3 -0.1564 -1.2286 1.4136
H1 -3.3216 -3.5278 0.0037
H2 -4.9005 -3.5380 -2.3916
H3 -5.1567 -2.2466 -4.4938
H4 -3.6942 -0.3437 -4.9831
H5 -1.9354 0.3726 -3.3897
H6 -2.0315 -3.8814 2.2426
H7 1.1809 -0.8139 2.9777
S2 -1.6972 1.4527 1.2368
N4 9.7101 0.6391 4.4791
C11 8.6486 0.7659 4.0352
C12 7.3750 0.9338 3.5016
C13 6.7635 2.2074 3.4793
C14 5.5152 2.3783 2.9530
C15 4.7863 1.2921 2.4137
C16 5.3968 0.0169 2.4441
C17 6.6482 -0.1543 2.9687
N5 3.5341 1.4968 1.8492
C18 2.8574 2.6983 1.7986
C19 1.7065 2.4919 1.1000
N6 1.6369 1.1921 0.7127
C20 2.7473 0.6103 1.1713
H8 7.2989 3.0536 3.8875
H9 5.0904 3.3702 2.9499
H10 4.8719 -0.8406 2.0502
H11 7.1005 -1.1358 2.9851
H12 3.2208 3.5978 2.2477
H13 0.9361 3.2012 0.8562
H14 3.0002 -0.4187 1.0018
C21 1.8119 0.5237 -3.7359
C22 0.9874 1.7730 -3.7344
C23 1.0162 2.6485 -4.7933
C24 0.2491 3.8072 -4.8032
C25 -0.5668 4.0851 -3.7124
C26 -0.6400 3.2482 -2.6238
C27 -1.5328 3.5509 -1.4651
C28 0.1498 2.0458 -2.5997
N7 0.1132 1.2153 -1.6036
H15 2.3875 0.4544 -4.6574
H16 1.1746 -0.3568 -3.6413
H17 2.4909 0.5103 -2.8819
H18 1.6528 2.4241 -5.6393
H19 0.2879 4.4813 -5.6496
H20 -1.1657 4.9860 -3.7144
H21 -2.0857 4.4753 -1.6241
H22 -0.9539 3.6381 -0.5438
H23 -2.2390 2.7336 -1.3011

- Net charge: -1
- E: -2355.3432 hartree
- 2S+1: 2
- ΔE to the lowest compared entry with this formula, charge and spin: 36.9 kJ/mol
- Gap between HOMO and LUMO (spin up / spin down): 3.23 / 3.12 eV
- ⟨S²⟩: 0.778



Here is a structure of composition C28H24Cl2IrN6O3 from the OMol25 dataset. Energies are from wB97M-V/def2-TZVPD.

Element x y z (Å)
Ir1 -0.3217 1.1245 1.1560
Cl1 -3.8576 7.2823 1.1851
C1 -2.6087 6.1222 1.1612
C2 -2.9113 4.7778 1.1577
C3 -1.9020 3.8002 1.1595
N1 -2.1009 2.4591 1.1669
C4 -3.3572 1.9284 1.1592
O1 -4.4134 2.5314 1.2001
C5 -3.3836 0.4391 1.0526
C6 -4.5667 -0.2125 1.3837
C7 -4.6502 -1.5813 1.2138
C8 -3.5716 -2.2293 0.6331
C9 -2.4466 -1.4925 0.3034
N2 -2.3186 -0.1917 0.5530
C10 -0.5214 4.2276 1.1489
C11 -0.2468 5.6053 1.1641
C12 -1.2553 6.5418 1.1614
Cl2 -0.8771 8.2046 1.1604
N3 0.4048 3.2380 1.1267
C13 1.7388 3.5252 1.1411
O2 2.2475 4.6304 1.1280
C14 2.6293 2.3255 1.1965
C15 3.9933 2.5590 1.0480
C16 4.8701 1.4970 1.1397
C17 4.3474 0.2452 1.4305
C18 2.9762 0.1087 1.5836
N4 2.1195 1.1166 1.4355
H1 -3.9464 4.4724 1.1566
H2 -5.3900 0.3776 1.7557
H3 -5.5403 -2.1199 1.4961
H4 -3.5975 -3.2869 0.4319
H5 -1.6282 -1.9768 -0.2057
H6 0.7759 5.9452 1.1749
H7 4.3260 3.5708 0.8710
H8 5.9288 1.6388 0.9888
H9 4.9943 -0.6122 1.5348
H10 2.5714 -0.8582 1.8434
C19 -1.2300 -2.8804 -2.9810
C20 0.1097 -2.1482 -2.9328
N5 1.2034 -3.0240 -2.5621
C21 1.9213 -3.6755 -3.6508
C22 3.1238 -2.8550 -4.1027
C23 1.5568 -3.3863 -1.3169
O3 2.4509 -4.1787 -1.0796
C24 0.8396 -2.8133 -0.1200
C25 0.4357 -3.7121 0.8717
C26 -0.0675 -3.2302 2.0674
C27 -0.1560 -1.8576 2.2488
N6 0.2537 -0.9940 1.3211
C28 0.7609 -1.4611 0.1727
H11 -2.0151 -2.1830 -3.2581
H12 -1.4722 -3.3094 -2.0116
H13 -1.2039 -3.6846 -3.7110
H14 0.0455 -1.3063 -2.2424
H15 0.3403 -1.7490 -3.9235
H16 1.2294 -3.8328 -4.4781
H17 2.2673 -4.6440 -3.2849
H18 2.8203 -1.8679 -4.4451
H19 3.6353 -3.3642 -4.9151
H20 3.8216 -2.7429 -3.2774
H21 0.5597 -4.7696 0.6986
H22 -0.3516 -3.9085 2.8546
H23 -0.5407 -1.4393 3.1701
H24 1.1506 -0.7130 -0.5095

- Net charge: +1
- E: -2660.1155 hartree
- 2S+1: 5
- Gap between HOMO and LUMO (spin up / spin down): 7.55 / 6.06 eV
- ⟨S²⟩: 6.026